Entry from the OMol25 dataset: a molecular structure, C23H29IrN5O2SSb2Se (ωB97M-V with the def2-TZVPD basis set).

Values from the calculation:
Relative energy (zero: lowest compared OMol25 entry of this formula, charge and spin) in kcal/mol: 43.5
Total charge: +1
HOMO energy in eV: -10.70
Frontier orbital gap in eV: 6.648

Each line ends with the Mulliken charge.
Cartesian coordinates (Å):
Ir 0.30633 -0.13060 -0.54359  1.186
C 1.31247 0.55404 -4.22815  -1.033
Sb -0.28973 1.07233 -2.94500  0.455
C -1.91717 1.20488 -4.30381  -1.279
C -0.17894 3.22529 -2.83416  -1.747
C 0.98468 3.68804 -3.65399  0.519
C 0.86181 3.90771 -5.02079  -0.678
C 1.97830 4.17449 -5.80139  -0.614
C 3.23578 4.21593 -5.21994  -0.672
C 3.36626 4.03021 -3.85151  -0.776
C 2.25092 3.78280 -3.06050  1.330
C 2.36499 3.66852 -1.57961  -1.764
Sb 2.21622 1.73756 -0.65810  0.824
C 4.04198 0.88393 -1.29919  -1.351
C 2.69937 2.43072 1.28028  -1.115
H 1.39429 1.27286 -5.03997  0.457
H 1.09552 -0.43680 -4.62410  0.479
H 2.24483 0.52600 -3.66995  0.090
H -1.58132 1.92354 -5.05077  0.428
H -2.79641 1.58867 -3.79008  0.412
H -2.12931 0.24002 -4.74215  0.410
H -0.14764 3.54602 -1.79671  0.385
H -1.13253 3.53557 -3.25938  0.794
H -0.11870 3.86928 -5.48108  0.381
H 1.86416 4.34819 -6.86290  0.419
H 4.11034 4.41482 -5.82395  0.421
H 4.34386 4.10487 -3.38921  0.433
H 1.63941 4.29479 -1.05929  0.581
H 3.35380 3.97911 -1.23441  0.798
H 4.85500 1.50755 -0.93010  0.439
H 4.08214 0.84424 -2.38549  0.402
H 4.13240 -0.11869 -0.88777  0.435
H 3.47299 3.19026 1.17431  0.413
H 3.06755 1.61913 1.90115  0.257
H 1.81778 2.87122 1.74202  0.369
N 1.90330 -6.78674 -1.76870  -0.480
C 1.07744 -5.71814 -1.93213  1.144
C 1.60970 -4.43059 -2.12714  -1.025
C 0.77396 -3.34997 -2.27976  -0.118
C -0.60750 -3.52910 -2.23392  -0.070
C -1.15070 -4.79274 -2.02914  -0.477
C -0.31535 -5.87823 -1.88447  -0.798
S -1.65794 -2.15824 -2.39949  1.297
O -1.16621 -1.31242 -3.46704  -0.873
O -3.01888 -2.57251 -2.40004  -0.680
N -1.38416 -1.17551 -1.07744  -0.295
C -1.59978 -1.69972 0.17265  0.441
N -2.28409 -2.77893 0.47545  -0.414
C -2.23592 -3.11840 1.76314  -0.201
C -1.46679 -2.44386 2.70724  -0.868
C -0.71415 -1.37532 2.26775  0.013
N -0.83773 -0.96157 1.00538  -0.302
H 2.88937 -6.69343 -1.92812  0.202
H 1.52770 -7.71721 -1.75953  0.203
H 2.68356 -4.29704 -2.16066  0.318
H 1.19037 -2.36031 -2.43615  0.207
H -2.22463 -4.90806 -1.98641  0.524
H -0.73320 -6.86475 -1.72988  0.316
H -2.80969 -3.99379 2.04389  0.448
H -1.42785 -2.76463 3.73644  0.401
H -0.03192 -0.83329 2.90964  0.553
Se 3.25287 -1.03944 3.17802  -0.073
C 2.35799 -0.72242 1.71446  0.302
N 1.75639 -0.51586 0.72530  -0.783